# 1
95
Properties=species:S:1:pos:R:3:forces:R:3 method="wB97M-V/def2-TZVPD" homo_lumo_gap_ha=0.235 lumo_energy_ev=1.08 total_charge=-1 relative_energy_kj_mol=146.62 e_homo_ev=-5.3
C -2.858 -4.197 -3.628 1.256 0.220 -0.422
C -2.538 -2.722 -4.169 -1.283 -1.709 -1.593
Br -0.954 -2.076 -3.193 -0.349 -0.021 0.014
C -3.786 -1.778 -4.267 0.465 -0.637 -0.483
Br -3.631 -0.705 -5.969 0.283 -1.504 -0.191
Nb -4.294 -0.404 -2.511 -2.540 -0.508 0.309
N -6.369 -0.835 -2.814 1.315 1.250 -0.394
Cl -4.428 1.500 -4.170 0.010 0.209 1.345
C -4.925 1.152 -0.979 -1.046 0.573 0.345
C -5.636 0.619 0.320 1.850 1.329 0.463
F -6.868 -0.042 0.099 1.101 0.453 0.147
C -4.177 -2.078 -0.959 0.127 -0.071 0.549
C -2.816 -2.121 -0.135 -0.064 -0.993 -0.641
C -2.996 -2.223 1.432 -0.245 -0.079 -0.816
S -1.468 -1.610 2.310 0.821 -0.074 -0.605
C -1.015 -0.016 1.570 -1.636 1.130 -0.636
S -2.162 1.184 1.529 1.009 -0.985 0.059
N 0.258 0.277 0.987 2.117 -0.141 -0.306
C 1.076 -0.435 0.087 2.686 1.129 -0.764
C 2.255 0.403 -0.184 -3.314 -1.092 1.418
N 2.150 1.612 0.577 -2.451 -2.384 0.387
C 0.985 1.468 1.235 -0.054 0.512 -0.048
H -2.012 -4.841 -4.028 -0.926 0.637 0.547
H -2.790 -4.265 -2.512 -0.469 0.083 -1.007
H -3.799 -4.619 -4.068 0.647 0.616 0.618
H -2.188 -2.904 -5.232 -0.045 0.474 1.315
H -4.694 -2.437 -4.446 1.086 0.651 0.143
H -2.587 0.128 -2.219 0.002 0.316 0.173
H -6.927 -0.047 -2.456 -0.029 -0.696 -0.131
H -6.553 -0.911 -3.827 -0.093 -0.008 0.591
H -5.638 1.904 -1.450 0.827 -0.808 0.358
H -4.019 1.767 -0.679 -0.941 -0.748 -0.117
H -4.884 -0.024 0.873 -1.296 0.192 -0.561
H -5.798 1.511 1.006 -0.424 -1.081 -0.632
H -4.352 -3.032 -1.555 0.291 0.967 0.660
H -5.051 -2.049 -0.234 0.789 0.204 -0.983
H -2.161 -1.276 -0.473 -0.595 -0.686 0.741
H -2.279 -3.071 -0.453 -0.300 1.162 0.428
H -3.938 -1.761 1.825 1.025 -0.040 -0.394
H -3.056 -3.324 1.692 0.306 1.277 0.008
H 0.849 -1.442 -0.326 -0.065 1.106 0.555
H 3.100 0.178 -0.872 -0.859 0.332 0.810
H 0.476 2.158 1.954 0.977 -0.469 -0.914
C 7.690 1.101 0.559 0.256 -0.247 0.068
C 7.596 2.108 -0.571 -0.025 0.362 0.007
C 6.639 1.420 -1.527 -0.111 -0.215 -0.188
O 5.758 0.622 -0.727 0.304 0.112 0.045
C 6.275 0.555 0.609 -0.349 0.065 0.127
H 8.013 1.532 1.507 -0.052 -0.027 -0.026
H 8.390 0.304 0.289 -0.018 0.030 0.043
H 7.152 3.038 -0.203 0.027 -0.030 -0.044
H 8.557 2.347 -1.028 -0.048 -0.025 -0.009
H 7.173 0.750 -2.210 0.052 0.077 -0.055
H 6.056 2.128 -2.119 -0.068 -0.091 0.035
H 5.633 1.171 1.248 0.035 -0.049 0.064
H 6.234 -0.476 0.967 -0.083 0.016 -0.084
C 2.457 2.318 6.008 0.007 0.189 0.319
C 2.429 2.446 4.499 -0.234 -0.120 -0.215
C 3.863 2.120 4.127 0.263 0.051 -0.088
O 4.348 1.202 5.118 -0.197 0.126 0.083
C 3.417 1.159 6.206 0.060 -0.233 -0.088
H 1.477 2.141 6.452 0.035 0.028 -0.077
H 2.873 3.229 6.451 -0.021 -0.044 0.014
H 1.754 1.696 4.076 0.021 0.056 0.002
H 2.110 3.428 4.147 0.021 -0.051 0.000
H 4.496 3.015 4.160 -0.039 0.048 -0.068
H 3.948 1.670 3.136 0.025 -0.033 0.066
H 2.893 0.197 6.162 -0.053 0.014 0.092
H 3.957 1.217 7.154 0.079 -0.044 -0.070
C 2.391 -1.903 -6.167 0.271 -0.275 0.043
C 2.237 -0.864 -7.260 -0.032 0.364 0.015
C 1.255 -1.541 -8.201 -0.137 -0.241 -0.124
O 0.420 -2.377 -7.395 0.339 0.081 -0.047
C 0.988 -2.476 -6.080 -0.358 0.222 0.101
H 2.743 -1.496 -5.219 -0.059 -0.017 -0.024
H 3.093 -2.679 -6.488 0.002 0.033 0.041
H 1.792 0.046 -6.847 0.021 -0.038 -0.039
H 3.175 -0.594 -7.746 -0.041 -0.025 -0.009
H 1.774 -2.180 -8.925 0.064 0.082 -0.070
H 0.637 -0.826 -8.748 -0.063 -0.082 0.034
H 0.363 -1.890 -5.397 0.192 -0.139 -0.138
H 0.978 -3.518 -5.753 -0.088 0.007 -0.066
C -2.875 1.033 6.556 -0.187 0.098 0.298
C -3.093 1.440 5.112 -0.002 -0.289 -0.277
C -2.180 2.643 4.983 0.026 0.320 0.029
O -1.083 2.430 5.883 -0.208 -0.173 0.062
C -1.398 1.329 6.745 0.263 -0.066 -0.103
H -3.131 -0.007 6.763 0.044 0.036 -0.019
H -3.472 1.670 7.216 0.039 -0.054 0.019
H -2.754 0.641 4.446 -0.058 0.068 -0.030
H -4.132 1.667 4.871 0.061 0.008 -0.019
H -2.689 3.565 5.287 -0.045 0.008 -0.070
H -1.801 2.774 3.967 0.074 0.011 0.078
H -0.780 0.476 6.440 -0.036 -0.069 0.078
H -1.149 1.587 7.777 0.065 0.075 -0.059



# 2
34
Properties=species:S:1:pos:R:3:forces:R:3 method="wB97M-V/def2-TZVPD" homo_lumo_gap_ha=0.289 lumo_energy_ev=-3.03 total_charge=+1 relative_energy_kj_mol=0.00 e_homo_ev=-10.9
C 3.890 -0.340 -0.296 0.204 0.073 0.199
C 3.090 0.805 -0.614 -0.287 -0.037 0.123
C 3.371 -1.392 0.387 0.397 0.252 -0.266
C -0.565 -1.715 -0.134 -0.086 -0.062 -0.127
C -1.118 -0.038 1.513 0.038 0.137 -0.212
C 2.293 1.385 0.296 0.749 0.894 -0.647
C -1.282 -0.945 -1.250 0.601 -0.476 -0.186
C -1.818 0.838 0.468 0.066 0.380 0.729
C 1.238 -0.678 1.155 -0.104 -1.111 0.571
C -0.341 -0.106 -2.093 -0.200 -0.062 0.160
C -2.984 1.610 1.054 0.104 -0.079 -0.121
N 2.063 -1.514 0.667 -0.752 -0.299 0.287
N -0.093 -0.823 0.890 -0.451 0.005 -0.097
N -2.328 -0.071 -0.610 -0.236 0.028 -0.146
Cl 1.149 2.617 -0.169 -0.002 0.272 0.024
H 4.844 -0.446 -0.784 0.192 -0.123 0.012
H 3.043 1.107 -1.654 -0.030 0.192 -0.052
H 3.931 -2.311 0.487 0.202 -0.026 -0.015
H -1.247 -2.455 0.305 0.050 -0.014 -0.010
H 0.304 -2.241 -0.532 -0.174 -0.027 -0.077
H -0.686 0.597 2.283 -0.037 0.073 0.016
H -1.856 -0.698 1.994 -0.011 0.072 0.038
H 2.513 1.414 1.345 -0.022 -0.103 0.058
H -1.814 -1.655 -1.890 -0.080 0.116 0.135
H -1.087 1.522 0.023 -0.186 -0.293 -0.042
H 1.418 -0.015 1.995 0.170 0.087 -0.146
H -0.885 0.493 -2.818 -0.087 0.152 -0.145
H 0.319 -0.763 -2.645 0.101 -0.180 -0.097
H 0.274 0.544 -1.484 0.097 0.115 0.076
H -3.490 2.199 0.292 -0.088 0.087 -0.049
H -2.618 2.297 1.812 0.027 0.051 0.039
H -3.705 0.944 1.525 -0.095 -0.052 0.048
H -2.771 0.503 -1.335 -0.079 -0.169 0.129
H -3.050 -0.667 -0.185 0.009 0.126 -0.208



# 3
79
Properties=species:S:1:pos:R:3:forces:R:3 method="wB97M-V/def2-TZVPD" spin_multiplicity=5 homo_lumo_gap_ha="0.282 / 0.128" lumo_energy_ev="-7.90 / -12.06" total_charge=+3 relative_energy_kj_mol=57.03 e_homo_ev="-15.6 / -15.5"
Pd 0.554 1.498 -0.715 -0.344 0.312 -0.604
N 2.133 2.758 0.308 0.014 -0.233 0.158
C 3.311 2.848 -0.587 -0.032 -0.006 -0.001
C 3.544 1.503 -1.258 -0.006 -0.031 0.066
N 2.326 0.935 -1.894 -0.061 -0.095 0.075
C 2.056 1.328 -3.300 0.006 0.020 0.005
C 1.605 2.771 -3.391 0.008 0.011 0.005
N 0.494 2.997 -2.432 0.083 -0.060 0.060
H 1.811 3.682 0.578 0.014 0.017 -0.026
H 2.406 2.278 1.164 0.016 0.024 -0.025
H 4.209 3.114 -0.027 0.014 0.012 -0.026
H 3.138 3.649 -1.300 -0.028 -0.019 -0.009
H 3.847 0.791 -0.486 0.023 -0.003 -0.058
H 4.356 1.567 -1.987 0.003 0.056 0.005
H 2.424 -0.075 -1.873 -0.030 -0.013 -0.001
H 1.255 0.677 -3.652 0.031 -0.014 -0.038
H 2.932 1.155 -3.928 0.027 0.031 0.027
H 1.295 2.991 -4.413 -0.010 -0.002 0.001
H 2.415 3.456 -3.159 0.007 -0.008 -0.020
H -0.388 2.760 -2.878 -0.005 0.027 0.006
H 0.433 3.977 -2.172 0.011 0.009 -0.023
C 1.209 2.441 4.252 -0.142 -0.026 0.026
P 0.945 0.901 3.344 0.357 -0.045 0.366
C 2.490 0.246 2.742 -0.086 -0.002 0.003
C 3.710 0.678 3.276 0.011 0.081 -0.042
C 4.893 0.101 2.838 0.017 0.000 -0.021
C 4.865 -0.900 1.874 -0.001 0.008 0.001
C 3.654 -1.327 1.336 -0.001 0.014 0.003
C 2.468 -0.750 1.756 -0.004 -0.110 0.092
C 0.039 -0.263 4.310 -0.094 0.059 -0.099
C 0.506 -1.573 4.511 -0.010 -0.003 -0.059
C -0.203 -2.425 5.337 -0.034 -0.017 -0.004
C -1.390 -2.000 5.927 0.005 -0.013 -0.016
C -1.870 -0.706 5.714 -0.008 -0.016 -0.024
C -1.168 0.159 4.902 0.018 0.024 0.006
H 1.815 2.232 5.137 0.006 0.013 0.001
H 0.252 2.841 4.583 -0.003 0.006 -0.005
H 1.703 3.183 3.627 0.021 -0.019 -0.006
H 3.746 1.438 4.046 -0.005 -0.002 -0.003
H 5.834 0.419 3.266 0.003 -0.001 -0.002
H 5.791 -1.357 1.550 0.003 -0.007 0.007
H 3.639 -2.125 0.605 0.002 -0.007 -0.005
H 1.526 -1.102 1.354 0.033 0.023 -0.006
H 1.430 -1.905 4.056 0.024 0.013 0.025
H 0.174 -3.420 5.534 -0.019 -0.013 -0.028
H -1.948 -2.680 6.557 0.024 0.015 0.039
H -2.781 -0.380 6.197 -0.014 -0.002 -0.015
H -1.537 1.167 4.746 0.010 0.015 0.026
N -4.733 -5.989 -6.931 0.011 0.000 0.007
C -4.357 -5.114 -6.289 -0.034 -0.031 -0.011
C -3.888 -4.020 -5.487 0.018 0.026 0.007
C -2.565 -3.995 -5.052 -0.008 -0.005 0.003
C -2.105 -2.936 -4.292 -0.007 0.008 0.004
C -2.969 -1.899 -3.965 -0.025 -0.058 -0.024
C -4.292 -1.922 -4.384 0.005 -0.007 0.032
C -4.749 -2.982 -5.146 0.003 -0.014 0.002
N -2.488 -0.782 -3.191 0.052 0.092 -0.005
C -3.186 0.367 -2.892 -0.002 -0.016 0.012
C -2.338 1.165 -2.194 -0.008 0.014 -0.032
N -1.116 0.532 -2.069 0.014 -0.024 0.133
C -1.252 -0.636 -2.673 -0.003 -0.038 -0.005
H -1.900 -4.805 -5.315 0.002 0.002 -0.004
H -1.073 -2.943 -3.974 0.008 0.016 -0.024
H -4.985 -1.135 -4.127 0.008 0.012 -0.014
H -5.778 -3.006 -5.478 0.000 0.003 -0.005
H -4.202 0.532 -3.197 0.007 0.008 -0.020
H -2.529 2.148 -1.792 -0.003 -0.003 0.009
H -0.489 -1.391 -2.737 0.002 0.001 -0.011
F -1.597 2.692 1.112 -0.003 -0.002 0.023
C -1.832 1.376 1.195 -0.046 0.008 -0.032
C -0.886 0.499 0.644 0.091 0.074 0.027
C -1.213 -0.880 0.678 0.068 -0.057 0.063
F -0.389 -1.734 0.083 -0.007 -0.008 -0.012
C -2.311 -1.381 1.323 0.029 -0.024 0.010
F -2.569 -2.666 1.404 0.002 0.019 0.004
C -3.188 -0.460 1.921 -0.021 -0.051 0.025
F -4.230 -0.880 2.556 -0.002 0.006 -0.006
C -2.946 0.946 1.852 -0.009 0.054 -0.011
F -3.792 1.751 2.441 0.009 -0.025 0.020